Record 1
A structure of composition BrH12O6Zn at a distorted geometry, computed with ωB97M-V/def2-TZVPD.

The geometry in XYZ format:
```
20
Properties=species:S:1:pos:R:3:forces:R:3:nbo_charge:R:1
Zn 13.18352 9.83704 16.61564 -1.5 -0.9 0.6 1.418
Br 11.34572 8.58640 17.48834 1.6 1.1 -0.7 -0.431
O 12.06689 10.02023 20.94057 0.3 0.1 -0.1 -0.909
H 12.21094 9.68842 20.04945 0.0 0.0 0.1 0.435
H 12.94902 10.17598 21.30322 -0.2 -0.1 0.0 0.473
O 11.04793 5.01907 18.50888 0.1 0.2 0.0 -0.905
H 10.70031 5.91716 18.47951 0.0 -0.2 0.0 0.445
H 11.94056 5.07800 18.15099 -0.1 -0.1 0.1 0.461
O 9.25780 9.12559 20.34373 -0.1 0.0 -0.3 -0.914
H 9.85056 8.48846 19.93734 0.0 -0.2 0.3 0.437
H 8.38704 8.70652 20.30492 0.1 0.1 0.0 0.483
O 8.43287 10.55386 16.70636 0.3 0.1 -0.2 -0.911
H 8.63829 11.40538 16.30023 -0.1 -0.1 0.1 0.466
H 9.23859 10.28738 17.16324 -0.3 0.2 0.1 0.443
O 11.29144 5.74585 15.09051 0.1 0.1 0.0 -0.921
H 11.75493 6.45232 15.54866 0.1 -0.1 0.0 0.440
H 11.88802 4.98649 15.11385 -0.2 0.1 0.0 0.481
O 8.04503 7.54988 16.61757 0.0 -0.2 0.3 -0.907
H 7.80970 6.62402 16.77171 0.0 0.1 -0.1 0.479
H 9.00592 7.55744 16.59582 -0.1 -0.2 -0.3 0.435
```
Positions in Å, forces in eV/Å.

The HOMO energy is -13.995 eV. Its frontier orbital gap is 4.1810 eV. For the energy relative to the best compared isomer or geometry (same formula, charge and spin), the calculation gives 1.597 eV. As for the molar mass: 253.38 g mol⁻¹. As for the total charge: +1. Its calculated total energy is -130929.8618 eV. The LUMO energy comes out at -9.8 eV.

***

Record 2
The ion C5H13N2O with charge +1 at a distorted geometry, computed with ωB97M-V/def2-TZVPD.

The geometry in XYZ format:
```
21
Properties=species:S:1:pos:R:3:forces:R:3:nbo_charge:R:1
N -1.59987 0.24640 0.46310 0.5 -1.2 0.5 -0.702
C -0.82277 -0.88159 1.17047 -0.8 -0.5 -0.8 -0.040
C -1.49580 -2.23475 0.94515 0.1 -0.1 0.3 -0.649
C 0.56972 -0.91665 0.52954 -0.3 -0.5 1.2 -0.250
N 1.17087 0.38744 0.49329 -0.2 0.1 -0.7 -0.655
C 1.86995 0.72691 -0.73319 -1.0 0.3 0.3 -0.333
C 0.91743 1.31850 -1.76517 0.1 0.1 0.7 0.471
O -0.26260 1.46013 -1.54267 0.0 -0.2 -0.6 -0.571
H -2.56561 -0.05643 0.36471 -0.2 0.4 0.0 0.433
H -1.15061 0.38842 -0.46010 -0.2 0.6 0.0 0.470
H -1.49699 1.12436 0.97273 -0.2 0.0 -0.2 0.448
H -0.88834 -0.68354 2.23958 0.5 0.3 -0.1 0.224
H -1.54312 -2.57715 -0.08864 0.1 0.3 -0.1 0.228
H -2.49705 -2.32983 1.36972 0.1 0.2 0.1 0.237
H -0.84470 -2.93465 1.47306 -0.2 -0.2 0.0 0.249
H 0.42922 -1.37689 -0.44515 0.1 0.5 -0.5 0.209
H 1.15447 -1.68130 1.05635 0.1 0.2 0.2 0.220
H 1.68402 0.62670 1.31801 0.3 -0.1 0.2 0.396
H 2.58384 1.51613 -0.50294 0.4 -0.2 -0.3 0.250
H 2.31716 -0.14964 -1.19035 0.7 0.0 -0.2 0.216
H 1.36763 1.66835 -2.70017 0.0 0.0 -0.2 0.151
```
Positions in Å, forces in eV/Å.

The HOMO energy is -13.394 eV. Its frontier orbital gap is 10.5792 eV. For the energy relative to the best compared isomer or geometry (same formula, charge and spin), the calculation gives 1.259 eV. As for the molar mass: 117.17 g mol⁻¹. As for the total charge: +1. Its calculated total energy is -10416.9370 eV. Its structure (SMILES) is C[C@H]([NH3+])CNCC=O. The LUMO energy comes out at -2.8 eV.

***

Record 3
A cluster of 4 separate species, C3HN3O6 in total at a distorted geometry, computed with ωB97M-V/def2-TZVPD.

The geometry in XYZ format:
```
13
Properties=species:S:1:pos:R:3:forces:R:3:nbo_charge:R:1
C 0.49955 -4.19801 -0.87411 0.9 -0.5 0.2 1.021
C 4.23574 -0.94743 -0.21282 0.0 -1.5 -2.4 1.033
C 0.41353 -0.51834 0.06629 1.0 0.4 -0.3 0.874
N -0.50679 0.14149 0.42274 -0.2 0.1 -0.5 -0.756
N 1.80037 1.35281 1.43120 -0.3 1.0 -1.2 -0.126
N 2.11108 1.11441 2.46692 -1.1 0.8 -4.3 0.448
O 0.06142 -3.22812 -1.25671 -1.8 2.6 -1.1 -0.508
O 4.34891 -1.50394 -1.20448 0.4 -0.8 -1.8 -0.518
O 1.43239 -0.92902 -0.34260 -0.5 -0.4 0.1 -0.549
O 1.03216 -5.13039 -0.49434 0.8 -2.2 0.9 -0.512
O 2.45182 0.79843 3.48809 1.7 -1.5 5.7 -0.325
O 4.08830 -0.44337 0.77630 -0.3 2.3 4.2 -0.516
H -1.31987 0.17490 0.97194 -0.6 -0.3 0.4 0.434
```
Positions in Å, forces in eV/Å.

The HOMO energy is -11.105 eV. Its frontier orbital gap is 11.5000 eV. For the energy relative to the best compared isomer or geometry (same formula, charge and spin), the calculation gives 0.000 eV. As for the molar mass: 175.06 g mol⁻¹. As for the total charge: 0. Its calculated total energy is -19881.6145 eV. Its structure (SMILES) is N#[N+][O-].N=C=O.O=C=O.O=C=O. The LUMO energy comes out at 0.4 eV.

***

Record 4
A structure of composition C35H71FN3O15S5 at a distorted geometry, computed with ωB97M-V/def2-TZVPD.

The geometry in XYZ format:
```
130
Properties=species:S:1:pos:R:3:forces:R:3:lowdin_charge:R:1
C 9.98900 28.49200 18.81100 3.0 0.7 2.4 0.032
C 10.69500 27.24800 19.25400 -1.0 -4.4 -0.1 -0.356
O 10.06000 26.30500 19.73400 2.3 2.4 -1.1 0.108
N 12.23600 27.13400 19.03500 -2.1 1.7 0.4 0.010
H 12.62500 27.87400 18.18400 -0.1 -1.7 -1.0 0.081
H 12.34000 27.82700 19.76900 1.6 0.7 1.3 0.040
C 13.01300 25.85800 19.21700 -5.9 0.9 -7.8 0.034
H 10.53300 29.32700 19.33700 -0.9 -0.5 0.0 0.094
H 8.98300 28.38800 19.09100 -1.3 0.1 0.1 0.077
H 10.21400 28.74000 17.83200 0.0 0.1 -2.4 0.050
H 12.25700 25.16500 18.55500 2.6 0.8 1.9 0.151
H 13.16600 25.51200 20.09600 0.3 -1.9 6.2 -0.012
H 13.91300 25.97400 18.72000 1.7 0.3 -1.3 0.062
C 13.55600 32.41200 22.32300 0.4 1.2 0.7 0.032
C 12.78500 31.61200 23.31200 -0.9 0.7 2.2 -0.352
O 12.59400 31.94400 24.44000 0.1 -1.0 -0.9 0.174
N 12.07200 30.27100 22.80200 2.9 1.0 -1.9 0.031
H 11.30400 30.76600 22.46100 -2.5 0.4 -0.8 0.134
H 12.53700 29.88800 21.86900 0.2 -0.4 0.1 0.094
C 11.75200 29.21500 23.70700 1.4 -1.1 4.8 -0.059
H 13.08600 32.45500 21.34800 0.0 0.1 -0.2 0.069
H 14.41200 31.77000 22.26000 1.1 -0.1 -0.6 0.090
H 13.89100 33.48000 22.73300 -1.1 -2.6 -0.8 0.170
H 11.31100 28.23400 23.42200 0.4 1.2 -0.9 0.113
H 11.14700 29.65100 24.49800 -0.6 -0.1 -0.1 0.090
H 12.67600 28.96400 24.40300 -1.4 0.4 -2.0 0.149
C 15.81700 30.18200 18.99900 -0.9 -0.1 0.0 0.025
C 14.68000 31.22800 18.70200 1.7 1.3 0.0 -0.303
O 14.95700 32.42700 18.71400 -2.0 -3.4 -0.2 0.109
N 13.26200 30.62800 18.53800 2.1 2.9 2.2 0.035
H 13.29300 29.76800 18.00100 -0.3 -1.1 -3.8 0.022
H 13.27300 29.95400 19.34700 -0.7 0.5 2.0 0.053
C 12.15100 31.66100 18.48700 6.9 0.5 -5.7 0.046
H 15.57400 29.10800 18.76700 0.4 1.2 -0.6 0.088
H 15.91300 30.12100 20.06900 -0.4 0.3 0.9 0.060
H 16.82400 30.58400 18.74600 -1.0 -0.5 -0.7 0.111
H 12.24700 32.08100 17.38700 -0.7 -0.6 2.2 0.144
H 12.51100 32.38900 19.10500 0.4 2.2 1.7 0.041
H 11.25400 31.35700 18.66200 -5.3 -2.4 1.3 0.004
O 13.00400 29.10600 20.61500 -0.7 0.9 0.6 -0.303
H 13.73400 28.58300 20.92000 0.8 -0.3 0.2 -0.014
O 13.00300 28.58100 17.05500 0.7 0.1 -1.1 -0.334
H 13.47900 28.53700 16.15700 -1.1 -0.1 2.4 0.050
F 11.83600 24.97600 22.48600 0.6 0.4 0.2 0.041
C 13.07400 25.18900 23.01400 1.1 1.0 -0.2 -0.266
C 13.74500 26.43800 22.80300 -2.9 -1.7 -1.8 -0.023
C 15.02000 26.59200 23.28100 -9.0 -14.5 3.3 -0.075
C 15.61700 25.59400 24.03000 -3.2 -1.9 -0.9 -0.010
C 14.93900 24.31100 24.27900 1.7 4.2 -1.4 -0.015
C 13.69100 24.14300 23.69500 -0.7 -1.1 1.6 -0.033
H 13.23100 27.10600 22.04700 0.7 -0.5 1.3 0.097
H 15.45300 27.30200 23.13700 9.0 14.7 -3.1 -0.032
H 16.57300 25.91800 24.21000 2.5 -0.6 1.4 0.085
H 15.52700 23.63900 24.84800 -0.2 -1.1 0.4 0.100
H 13.13500 23.21100 23.97900 0.4 1.0 -0.8 0.140
C 15.00300 22.11400 20.22000 -3.8 -1.8 1.5 -0.235
C 16.10500 21.27200 19.77000 1.5 3.7 -2.4 -0.286
C 17.20800 21.47400 20.66700 1.5 -1.5 1.2 -0.255
S 17.26200 23.21900 20.81000 0.7 0.6 1.7 0.669
O 18.07200 23.90000 19.86300 0.8 0.3 -1.2 -0.290
O 17.45300 23.51400 22.20500 -0.1 0.2 0.2 -0.309
C 15.56500 23.44300 20.35400 -1.2 2.0 5.2 -0.246
H 14.47300 21.74600 21.23800 1.3 0.6 -2.3 0.183
H 14.29900 22.06800 19.39900 -0.9 0.3 0.3 0.122
H 16.59900 21.72200 18.83300 -1.6 -1.1 0.2 0.169
H 15.97600 20.29600 19.73500 -1.3 -4.5 -0.9 0.086
H 17.95600 20.75200 20.23900 0.5 1.6 1.2 0.160
H 16.82600 21.23500 21.65000 0.7 -0.6 0.6 0.110
H 15.50200 23.93500 19.50000 0.3 2.1 -4.2 0.025
H 15.01200 24.20700 21.09500 1.4 -2.0 -1.1 0.151
C 17.31300 25.53000 17.25400 -1.0 -0.8 1.2 -0.181
C 18.21900 26.45100 18.12800 0.7 -6.1 3.1 -0.265
C 19.03200 27.23100 17.32700 0.5 6.8 -0.6 -0.288
S 18.12800 27.37600 15.84100 5.8 5.1 -2.9 0.631
O 19.09400 26.97800 14.79500 -2.2 -0.9 1.0 -0.304
O 17.75400 28.75900 15.75500 -1.6 1.0 -0.3 -0.334
C 16.81900 26.41100 16.13500 -3.1 -1.2 -0.2 -0.285
H 16.42000 25.13500 17.79900 0.9 0.3 -0.2 0.103
H 17.86200 24.62800 16.91300 -0.2 0.8 0.0 0.141
H 18.94000 25.71000 18.64300 -1.6 1.2 0.1 0.142
H 17.71900 27.03200 18.82500 -1.4 0.7 1.5 0.093
H 19.88500 26.86600 16.97900 3.8 -2.2 -1.0 0.050
H 19.42400 28.37400 17.73100 -1.7 -3.1 -1.1 0.208
H 16.73300 25.93500 15.16800 -0.8 -0.6 -0.2 0.115
H 15.87600 27.02700 16.39100 1.7 -0.9 -0.4 0.136
C 5.86000 30.27100 19.36900 1.2 3.8 -2.7 -0.219
C 5.36700 29.37700 20.48800 10.7 0.0 1.0 -0.364
C 4.07200 29.53800 20.78800 -5.5 3.0 1.8 -0.291
S 3.37100 29.54600 19.14900 -4.0 -1.2 -0.8 0.722
O 2.39600 30.62400 18.93700 1.4 -1.4 0.5 -0.316
O 3.00100 28.14800 18.87900 0.4 1.6 0.1 -0.325
C 4.83500 29.93200 18.26900 0.8 -0.3 -0.3 -0.261
H 6.91400 30.24800 18.87500 -1.5 -1.2 1.3 0.105
H 5.92300 31.42100 19.52900 -1.0 -1.7 0.6 0.143
H 6.08300 29.70400 21.44200 -1.6 -1.7 -2.1 0.191
H 5.50500 28.38500 20.06800 0.8 -0.6 0.7 0.128
H 4.01300 30.57800 21.18300 -1.0 -0.7 0.1 0.141
H 3.75100 28.76900 21.49200 -0.8 0.3 -0.4 0.142
H 4.55800 30.43300 17.35700 0.0 1.6 0.3 0.107
H 5.21200 29.05900 17.79200 0.0 -1.5 0.1 0.093
C 8.05100 31.34500 16.45900 2.9 -1.8 1.8 -0.196
C 8.56300 30.40200 15.38300 -0.3 -2.1 0.7 -0.290
C 9.92200 30.71500 14.99500 1.9 -1.7 -4.0 -0.246
S 9.84000 32.51100 15.02900 5.2 0.5 -0.8 0.635
O 9.37600 33.09100 13.83600 -1.4 0.1 -2.1 -0.262
O 11.15300 33.01200 15.44200 -1.1 -0.6 0.7 -0.334
C 8.63500 32.69500 16.22600 -3.1 1.8 -1.7 -0.247
H 8.60200 31.14300 17.41400 -1.5 -1.0 -0.2 0.116
H 7.02600 31.17400 16.38400 -1.9 0.6 1.0 0.098
H 7.96400 30.58900 14.57100 -1.6 0.7 -2.3 0.092
H 8.46700 29.29900 15.41100 -0.3 0.4 1.2 0.137
H 10.11800 30.20100 13.85500 -0.5 2.2 2.8 0.196
H 10.71700 30.17700 15.52500 0.0 0.9 0.6 0.083
H 7.86400 33.43900 15.81800 1.3 -0.9 0.5 0.159
H 9.16100 33.14600 17.00300 0.4 0.6 1.8 0.081
C 11.60000 26.44400 14.53300 0.8 1.9 -2.6 -0.186
C 10.73500 26.03000 15.70600 4.1 3.1 1.9 -0.246
C 10.92900 24.65400 15.85900 3.1 -2.1 8.0 -0.266
S 12.59800 24.18000 15.46100 2.5 1.7 -0.2 0.703
O 12.65300 23.29300 14.34300 -0.6 -1.5 0.1 -0.288
O 13.49900 24.02400 16.60500 -1.3 -0.3 -0.6 -0.349
C 12.97600 25.75000 14.69000 -0.7 3.3 4.9 -0.222
H 11.61400 27.61200 14.30900 0.3 -2.4 0.8 0.146
H 11.33300 26.01400 13.50800 -0.9 0.4 1.5 0.144
H 9.77800 26.15900 15.56100 -5.2 1.1 -1.1 0.074
H 10.92300 26.48700 16.73400 0.5 0.3 -1.7 0.125
H 10.37800 24.17200 15.28700 -4.7 -4.6 -6.0 0.024
H 10.50800 24.21100 16.87100 1.5 0.9 -1.4 0.179
H 13.44300 25.64200 13.78900 1.5 -0.5 -2.1 0.069
H 13.58100 26.37800 15.48400 -0.8 -1.4 -1.6 0.112
```
Positions in Å, forces in eV/Å.

The HOMO energy is -11.693 eV. Its frontier orbital gap is 8.5388 eV. For the energy relative to the best compared isomer or geometry (same formula, charge and spin), the calculation gives 3.991 eV. As for the molar mass: 953.29 g mol⁻¹. As for the total charge: +1. Its calculated total energy is -129497.0903 eV. The LUMO energy comes out at -3.2 eV.